15
Properties=species:S:1:pos:R:3:lowdin_charge:R:1 method="wB97M-V/def2-TZVPD" total_energy_ev=-9407.0353 mol_weight_g_mol=100.1 gap_ev=10.3 e_homo_ha=-0.349
C 0.59011 1.63029 -0.51032 -0.01
C 0.26668 0.66553 0.61467 -0.29
O -1.07502 0.56582 1.16541 -0.03
C -1.06748 -0.85243 0.94631 -0.17
C -1.07617 -1.08637 -0.53509 0.01
C 0.21550 -0.76847 0.17783 -0.44
O 1.38983 -1.48296 0.03455 0.05
H 1.35060 1.12552 -1.12614 0.08
H -0.27967 1.81362 -1.14554 0.09
H 1.02838 2.57580 -0.18656 0.08
H 0.96328 0.77076 1.45811 0.16
H -1.47649 -1.49601 1.71952 0.15
H -1.12681 -2.13130 -0.83627 0.12
H -1.60117 -0.38499 -1.18192 0.11
H 1.89842 -0.94482 -0.59457 0.10

---

15
Properties=species:S:1:pos:R:3:lowdin_charge:R:1 method="wB97M-V/def2-TZVPD" total_energy_ev=-9407.2692 mol_weight_g_mol=100.1 gap_ev=9.9 e_homo_ha=-0.335
C -1.83530 -0.23766 -0.39034 -0.03
C -0.70281 0.71965 -0.06293 -0.26
O -0.44534 0.72945 1.36956 -0.04
C 0.91448 0.39643 1.14877 -0.20
C 1.04805 -0.92873 0.44047 0.00
C 0.76232 0.32898 -0.32956 -0.41
O 1.55975 0.87253 -1.31635 0.05
H -1.47258 -1.26844 -0.45687 0.07
H -2.56355 -0.20347 0.42598 0.09
H -2.34500 0.01202 -1.32457 0.08
H -0.90269 1.74058 -0.41132 0.15
H 1.67103 0.82501 1.79668 0.15
H 0.27313 -1.68513 0.54745 0.10
H 2.06142 -1.31394 0.37145 0.12
H 1.79310 0.18025 -1.94604 0.11

---

15
Properties=species:S:1:pos:R:3:lowdin_charge:R:1 method="wB97M-V/def2-TZVPD" total_energy_ev=-9404.8720 mol_weight_g_mol=100.1 gap_ev=10.6 e_homo_ha=-0.366
C -0.34146 0.99650 -1.37938 -0.04
C 0.25560 0.01205 -0.39016 -0.55
O 1.62692 0.01142 -0.47111 0.02
C -0.10922 0.41376 1.05910 -0.22
O 0.67478 -0.29153 2.00042 -0.05
C -0.15387 -1.55836 -1.31401 0.04
C -0.65802 -1.69182 -0.17223 -0.01
H -0.08818 2.01673 -1.06509 0.09
H -1.42793 0.88783 -1.42072 0.10
H 0.07208 0.81727 -2.37186 0.09
H 1.95543 -0.27574 0.39878 0.11
H -1.18525 0.33929 1.25762 0.13
H 0.18907 1.46159 1.16557 0.14
H 0.41506 -1.22344 1.99010 0.09
H -1.22503 -1.91552 0.71296 0.08